No. 1
The following is a DFT calculation (wB97M-V/def2-TZVPD) of a molecular structure, C25H29Cl3MoN7O5.

Geometry as ORCA input:
```
! RIJCOSX wB97M-V def2-TZVPD def2/J DEFGRID3
* xyz 1 3
Mo -0.162 -0.341 -0.324
O 3.660 0.472 -1.795
C 2.496 0.175 -1.585
N 1.868 0.016 -0.406
C 2.667 0.107 0.799
C 2.142 -0.910 1.774
C 2.867 -1.319 2.885
C 2.341 -2.306 3.698
C 1.120 -2.880 3.364
C 0.459 -2.413 2.246
N 0.944 -1.427 1.491
C 1.569 -0.118 -2.752
C 2.001 -0.066 -4.064
C 1.093 -0.390 -5.061
C -0.204 -0.759 -4.723
C -0.568 -0.785 -3.389
N 0.313 -0.461 -2.437
H 2.620 1.109 1.243
H 3.714 -0.095 0.566
H 3.835 -0.881 3.086
H 2.888 -2.646 4.567
H 0.689 -3.675 3.955
H -0.483 -2.832 1.922
H 3.026 0.214 -4.258
H 1.396 -0.360 -6.100
H -0.927 -1.030 -5.478
H -1.557 -1.066 -3.049
Cl -1.714 2.510 6.762
C -1.328 2.038 5.141
C -1.944 0.934 4.581
C -1.621 0.558 3.284
Cl -2.511 -0.749 2.553
C -0.651 1.231 2.518
O -0.326 0.919 1.299
C -0.090 2.372 3.130
Cl 1.046 3.303 2.199
C -0.406 2.777 4.411
H -2.673 0.365 5.142
H 0.062 3.654 4.834
N -0.548 1.784 -1.123
C -1.862 2.228 -0.615
C -2.354 3.568 -1.172
C -2.317 4.721 -0.163
C -3.097 4.464 1.123
N -4.457 4.018 0.826
C -5.008 2.861 1.174
N -4.516 2.115 2.156
N -6.154 2.485 0.590
C -2.838 1.041 -0.732
O -4.042 1.246 -0.833
O -2.278 -0.114 -0.675
H 0.197 2.357 -0.736
H -0.519 1.870 -2.133
H -1.702 2.321 0.457
H -3.366 3.427 -1.553
H -1.737 3.860 -2.025
H -2.687 5.635 -0.635
H -1.287 4.944 0.135
H -3.136 5.364 1.738
H -2.599 3.708 1.730
H -4.969 4.559 0.148
H -3.668 2.365 2.638
H -4.742 1.133 2.182
H -6.317 2.805 -0.350
H -6.472 1.545 0.759
C -0.002 -3.255 -1.221
O -0.588 -2.158 -0.567
H 0.586 -2.954 -2.094
H -0.797 -3.929 -1.544
H 0.665 -3.787 -0.534
*
```

Computed properties:
⟨S²⟩: 2.010
LUMO level (spin up / spin down): -2.39 / -2.73 eV
Energy relative to the best compared isomer or geometry (same formula, charge and spin): 14.7 kcal per mole
HOMO-LUMO gap (spin up / spin down): 7.577 / 7.944 eV
HOMO energy (spin up / spin down): -9.96 / -10.67 eV
Molar mass: 709.85 g/mol


No. 2
The following is a DFT calculation (wB97M-V/def2-TZVPD) of a molecular structure, C25H29F10N3ORuS4 at a distorted geometry.

Geometry as ORCA input:
```
! RIJCOSX wB97M-V def2-TZVPD def2/J DEFGRID3
* xyz 1 6
Ru 1.197 0.009 -0.266
C 2.932 -0.262 -2.943
C 2.709 -1.755 -2.528
S 1.272 -2.139 -1.492
C 0.002 -2.235 -2.849
C -0.392 -0.868 -3.347
S -0.669 0.308 -1.906
C -0.295 1.968 -2.570
C 1.140 2.187 -2.907
S 2.217 1.084 -1.927
H 3.992 0.023 -2.806
H 2.616 -0.045 -4.007
H 2.648 -2.378 -3.451
H 3.645 -2.099 -1.971
H 0.438 -2.910 -3.628
H -0.829 -2.788 -2.414
H 0.372 -0.508 -4.031
H -1.359 -0.877 -3.840
H -0.938 1.999 -3.479
H -0.654 2.637 -1.742
H 1.313 1.916 -3.934
H 1.498 3.185 -2.662
C 0.456 0.871 2.754
N 0.302 1.244 1.323
C -2.424 1.281 1.955
C -3.249 0.042 1.841
N -2.470 -0.972 2.593
C -2.931 -2.205 2.494
C -4.248 -2.726 2.263
F -5.304 -1.937 2.273
C -4.456 -3.991 1.691
F -5.695 -4.379 1.246
C -3.391 -4.869 1.562
F -3.606 -6.043 0.947
C -2.196 -4.573 2.154
F -1.147 -5.418 2.159
C -2.011 -3.307 2.609
F -0.890 -3.106 3.374
C 0.721 2.644 0.987
C 2.184 2.551 0.795
N 2.571 -0.824 0.557
C 3.656 -1.500 0.862
C 4.880 -1.500 0.128
F 5.105 -0.403 -0.695
C 5.982 -2.176 0.622
F 7.224 -2.037 0.007
C 6.033 -2.882 1.827
F 7.171 -3.381 2.267
C 4.799 -2.939 2.469
F 4.695 -3.708 3.591
C 3.714 -2.202 2.100
F 2.715 -2.098 3.002
H 0.127 1.631 3.484
H 1.494 0.533 2.977
H -0.133 -0.044 2.853
H -3.031 2.181 1.708
H -2.096 1.310 3.045
H -3.460 -0.287 0.797
H -4.226 0.293 2.331
H 0.456 3.295 1.845
H 0.185 2.885 0.041
H 2.645 1.874 1.494
H 2.702 3.376 0.286
C -2.802 4.505 -0.776
S -3.171 5.165 -2.449
C -4.840 5.655 -2.124
O -1.378 1.188 1.016
H -3.694 4.303 -0.147
H -2.147 5.252 -0.316
H -2.169 3.555 -0.840
H -4.799 6.472 -1.381
H -5.532 4.791 -1.842
H -5.171 6.157 -3.058
*
```

Computed properties:
⟨S²⟩: 8.870
LUMO level (spin up / spin down): -2.65 / -4.28 eV
Energy relative to the best compared isomer or geometry (same formula, charge and spin): 12.5 kcal per mole
HOMO-LUMO gap (spin up / spin down): 7.120 / 6.434 eV
HOMO energy (spin up / spin down): -9.77 / -10.72 eV
Molar mass: 806.85 g/mol


No. 3
The following is a DFT calculation (wB97M-V/def2-TZVPD) of a molecular structure, C25H29F3N6O5STi.

Geometry as ORCA input:
```
! RIJCOSX wB97M-V def2-TZVPD def2/J DEFGRID3
* xyz 0 3
Ti 0.034 0.960 -0.388
C 1.516 2.981 -2.541
O 1.616 1.821 -1.725
C 2.528 0.839 -2.132
C 3.372 0.980 -3.209
C 4.268 -0.052 -3.497
C 4.300 -1.181 -2.699
C 3.441 -1.314 -1.614
C 2.524 -0.308 -1.329
N 1.613 -0.311 -0.284
N 1.667 -1.366 0.536
C 1.060 -1.172 1.748
C 0.550 0.037 2.249
O 0.405 1.126 1.468
C 0.126 0.139 3.592
C 0.080 -0.950 4.411
C 0.457 -2.228 3.912
C 0.322 -3.395 4.702
C 0.665 -4.624 4.211
C 1.173 -4.733 2.900
C 1.320 -3.620 2.118
C 0.960 -2.337 2.600
H 2.482 3.483 -2.602
H 0.802 3.632 -2.045
H 1.169 2.712 -3.541
H 3.352 1.865 -3.828
H 4.934 0.043 -4.344
H 5.000 -1.976 -2.919
H 3.458 -2.189 -0.982
H -0.200 1.113 3.934
H -0.268 -0.861 5.433
H -0.063 -3.295 5.710
H 0.555 -5.507 4.827
H 1.453 -5.704 2.511
H 1.713 -3.697 1.114
N 0.419 3.650 0.533
C -0.864 4.151 1.029
C -1.802 4.523 -0.112
C -2.552 3.352 -0.718
N -1.685 2.305 -1.294
H 0.883 3.121 1.263
H 1.033 4.415 0.279
H -0.746 5.004 1.706
H -1.311 3.349 1.624
H -1.239 5.058 -0.886
H -2.553 5.231 0.249
H -3.247 3.715 -1.481
H -3.157 2.876 0.057
H -1.241 2.664 -2.137
H -2.289 1.559 -1.650
F -2.003 -0.493 -5.564
C -1.050 -0.076 -4.731
F 0.123 -0.540 -5.151
F -1.010 1.265 -4.780
S -1.435 -0.649 -3.033
O -1.285 -2.071 -3.053
O -2.738 -0.095 -2.758
O -0.360 0.040 -2.269
C -2.459 -3.598 1.471
N -2.375 -2.182 1.145
C -3.007 -1.147 1.798
C -2.526 -0.004 1.245
N -1.576 -0.322 0.301
C -1.526 -1.640 0.265
H -3.449 -3.809 1.867
H -1.697 -3.855 2.207
H -2.309 -4.180 0.565
H -3.726 -1.323 2.578
H -2.756 1.017 1.496
H -0.867 -2.222 -0.360
*
```

Computed properties:
⟨S²⟩: 2.039
LUMO level (spin up / spin down): 0.21 / 0.01 eV
Energy relative to the best compared isomer or geometry (same formula, charge and spin): 9.8 kcal per mole
HOMO-LUMO gap (spin up / spin down): 6.031 / 7.175 eV
HOMO energy (spin up / spin down): -5.83 / -7.16 eV
Molar mass: 630.47 g/mol


No. 4
The following is a DFT calculation (wB97M-V/def2-TZVPD) of a molecular structure, C25H29IrN2O3P2S4 at a distorted geometry.

Geometry as ORCA input:
```
! RIJCOSX wB97M-V def2-TZVPD def2/J DEFGRID3
* xyz -1 2
Ir 0.841 -1.083 -0.079
C 4.365 -5.690 -1.376
C 4.562 -5.095 0.002
O 5.018 -3.740 -0.107
P 4.071 -2.499 0.274
S 5.069 -0.853 0.239
S 2.434 -2.664 -0.935
O 3.632 -2.980 1.754
C 2.862 -2.148 2.626
C 3.744 -1.339 3.553
H 4.116 -6.750 -1.294
H 5.280 -5.592 -1.961
H 3.562 -5.175 -1.900
H 5.340 -5.631 0.550
H 3.640 -5.134 0.583
H 2.211 -2.824 3.183
H 2.219 -1.483 2.036
H 4.424 -1.995 4.099
H 3.123 -0.792 4.266
H 4.341 -0.630 2.983
C -2.752 -2.547 1.434
C -1.413 -1.995 1.820
N -1.395 -1.018 2.740
O -0.367 -2.443 1.330
H -3.419 -2.611 2.292
H -2.623 -3.517 0.963
H -3.196 -1.863 0.707
H -2.213 -0.424 2.840
H -0.511 -0.542 2.852
S -3.376 1.256 1.750
P -2.559 1.010 -0.047
S -0.977 -0.362 -1.089
C -2.159 2.675 -0.695
C -0.887 3.010 -1.128
C -0.607 4.312 -1.530
C -1.595 5.279 -1.492
C -2.880 4.939 -1.082
C -3.160 3.647 -0.684
C -3.910 0.545 -1.212
C -3.670 0.574 -2.586
C -4.679 0.269 -3.481
C -5.948 -0.060 -3.018
C -6.188 -0.108 -1.655
C -5.171 0.188 -0.756
H -0.114 2.256 -1.154
H 0.390 4.566 -1.865
H -1.369 6.297 -1.784
H -3.663 5.687 -1.069
H -4.154 3.387 -0.339
H -2.683 0.828 -2.950
H -4.476 0.288 -4.544
H -6.743 -0.281 -3.718
H -7.171 -0.370 -1.286
H -5.355 0.159 0.311
N 3.008 5.893 0.167
C 2.751 4.771 0.167
C 2.411 3.377 0.159
C 1.806 2.798 1.272
C 1.421 1.469 1.233
C 1.621 0.682 0.087
C 2.262 1.283 -1.016
C 2.655 2.606 -0.979
H 1.639 3.392 2.161
H 0.952 1.043 2.113
H 2.454 0.698 -1.906
H 3.160 3.052 -1.827
*
```

Computed properties:
⟨S²⟩: 0.754
LUMO level (spin up / spin down): 2.17 / 2.14 eV
Energy relative to the best compared isomer or geometry (same formula, charge and spin): 37.9 kcal per mole
HOMO-LUMO gap (spin up / spin down): 6.948 / 6.733 eV
HOMO energy (spin up / spin down): -4.77 / -4.60 eV
Molar mass: 787.95 g/mol


No. 5
The following is a DFT calculation (wB97M-V/def2-TZVPD) of a molecular structure, C25H29IrN7O5S at a distorted geometry.

Geometry as ORCA input:
```
! RIJCOSX wB97M-V def2-TZVPD def2/J DEFGRID3
* xyz 2 2
Ir 1.176 1.213 -0.379
O -0.541 5.509 3.430
C -0.087 4.552 2.617
C 1.087 3.832 2.863
C 1.441 2.856 1.959
N 0.681 2.608 0.903
C -0.448 3.275 0.637
C -0.862 4.275 1.479
C -1.186 2.795 -0.608
O -2.225 3.278 -0.963
O -0.584 1.785 -1.250
C 2.645 1.929 2.019
O 3.386 1.888 2.964
O 2.776 1.171 0.933
H 0.044 5.640 4.187
H 1.722 4.011 3.722
H -1.767 4.826 1.263
C 1.132 2.906 -3.588
C 2.404 2.680 -2.853
N 2.586 2.038 -1.697
C 3.943 2.106 -1.394
C 4.572 2.767 -2.389
N 3.596 3.113 -3.293
H 0.288 2.527 -3.021
H 1.158 2.425 -4.567
H 0.969 3.973 -3.750
H 4.338 1.691 -0.487
H 5.610 3.005 -2.539
H 3.736 3.647 -4.136
C 1.568 -2.846 -3.608
C 0.750 -2.730 -2.319
C 0.832 -4.025 -1.520
C -0.704 -2.404 -2.648
N 1.300 -1.687 -1.422
N 1.082 -0.339 -1.826
H 1.133 -3.580 -4.288
H 2.591 -3.156 -3.392
H 1.599 -1.893 -4.144
H 0.439 -4.855 -2.107
H 0.255 -3.938 -0.598
H 1.865 -4.262 -1.259
H -1.174 -3.282 -3.090
H -0.805 -1.599 -3.379
H -1.267 -2.144 -1.746
H 2.277 -1.815 -1.194
H 0.122 -0.259 -2.156
H 1.700 -0.079 -2.599
S -2.028 -2.411 4.126
C -1.240 -1.537 2.805
C 0.133 -1.361 2.932
C 0.815 -0.632 1.980
N 0.198 -0.097 0.916
C -1.126 -0.277 0.788
C -1.880 -0.984 1.703
C -3.575 -2.897 3.398
C -3.631 -3.965 2.503
C -4.861 -4.345 1.974
N -5.878 -3.637 2.394
C -5.961 -2.638 3.229
C -4.740 -2.232 3.772
H 0.683 -1.777 3.766
H 1.882 -0.478 2.052
H -1.588 0.184 -0.075
H -2.946 -1.072 1.544
H -2.745 -4.517 2.220
H -5.016 -5.163 1.279
H -6.921 -2.186 3.452
H -4.728 -1.409 4.475
*
```

Computed properties:
⟨S²⟩: 0.758
LUMO level (spin up / spin down): -6.96 / -10.11 eV
Energy relative to the best compared isomer or geometry (same formula, charge and spin): 16.6 kcal per mole
HOMO-LUMO gap (spin up / spin down): 6.409 / 3.261 eV
HOMO energy (spin up / spin down): -13.37 / -13.37 eV
Molar mass: 731.84 g/mol


No. 6
The following is a DFT calculation (wB97M-V/def2-TZVPD) of a single C25H29N3O3 molecule at a distorted geometry.

Geometry as ORCA input:
```
! RIJCOSX wB97M-V def2-TZVPD def2/J DEFGRID3
* xyz 0 1
C -2.687 -2.693 0.704
C -2.152 -1.422 0.045
C -0.819 -1.040 0.597
C -0.320 0.153 1.029
C 1.004 -0.102 1.464
C 1.228 -1.433 1.266
C 2.392 -2.329 1.580
N 3.407 -2.545 0.566
C 4.352 -1.476 0.340
C 3.853 -0.387 -0.617
C 3.446 -1.018 -1.950
O 2.995 -0.056 -2.905
C 1.874 0.664 -2.558
C 0.614 0.227 -2.959
C -0.518 0.931 -2.598
C -0.409 2.087 -1.832
C -1.583 2.844 -1.313
O -1.536 4.026 -1.031
N -2.711 2.100 -1.161
C -3.840 2.602 -0.403
C -3.642 2.264 1.055
C -2.982 3.139 1.911
C -2.747 2.737 3.215
C -3.181 1.483 3.617
C -3.825 0.685 2.686
N -4.046 1.059 1.438
C 0.856 2.559 -1.494
C 1.989 1.857 -1.851
C 2.413 -2.118 -1.694
C 2.959 -3.131 -0.678
O 0.119 -2.003 0.738
H -3.661 -2.945 0.294
H -2.008 -3.524 0.532
H -2.788 -2.545 1.776
H -2.848 -0.599 0.224
H -2.067 -1.587 -1.034
H -0.829 1.095 1.049
H 1.687 0.610 1.882
H 2.901 -1.936 2.464
H 1.984 -3.316 1.827
H 4.615 -1.033 1.303
H 5.256 -1.932 -0.082
H 2.989 0.114 -0.179
H 4.641 0.350 -0.781
H 4.329 -1.452 -2.434
H 0.535 -0.669 -3.556
H -1.483 0.584 -2.936
H -2.634 1.096 -1.217
H -3.875 3.683 -0.547
H -4.753 2.134 -0.777
H -2.651 4.100 1.548
H -2.233 3.390 3.906
H -3.018 1.132 4.624
H -4.180 -0.305 2.943
H 0.929 3.479 -0.934
H 2.969 2.224 -1.587
H 1.498 -1.664 -1.312
H 2.177 -2.629 -2.628
H 2.194 -3.877 -0.455
H 3.820 -3.644 -1.121
*
```

Computed properties:
LUMO level: 0.73 eV
Energy relative to the best compared isomer or geometry (same formula, charge and spin): 67.1 kcal per mole
HOMO-LUMO gap: 8.840 eV
HOMO energy: -8.11 eV
SMILES: CCc1ccc(CN2CCC(Oc3ccc(C(=O)NCc4ccccn4)cc3)CC2)o1
Molar mass: 419.52 g/mol


No. 7
The following is a DFT calculation (wB97M-V/def2-TZVPD) of a single C25H29N3O4S3 molecule at a distorted geometry.

Geometry as ORCA input:
```
! RIJCOSX wB97M-V def2-TZVPD def2/J DEFGRID3
* xyz 0 1
C 3.935 1.991 -3.438
C 4.512 1.686 -2.061
N 4.402 0.278 -1.699
C 5.193 -0.600 -2.563
C 4.309 -1.481 -3.442
C 4.677 0.064 -0.288
C 4.133 -1.271 0.229
O 2.820 -1.079 0.745
C 1.910 -2.040 0.529
O 2.138 -3.051 -0.094
C 0.603 -1.708 1.135
C -0.474 -2.571 0.939
C -1.716 -2.263 1.448
C -1.911 -1.084 2.173
N -3.199 -0.800 2.623
C -3.645 0.336 3.244
O -2.925 1.246 3.585
C -5.148 0.358 3.487
C -5.683 1.782 3.317
C -5.812 2.166 1.841
N -4.558 2.017 1.133
C -4.294 0.869 0.414
O -5.083 -0.049 0.300
C -2.948 0.916 -0.144
C -2.455 -0.113 -0.878
C -1.153 -0.293 -1.386
C -0.714 -1.399 -2.092
C 0.651 -1.356 -2.385
C 1.258 -0.227 -1.909
S 0.163 0.815 -1.109
S -2.140 2.388 0.328
C -3.567 2.946 1.200
S -3.680 4.389 1.943
C -0.827 -0.234 2.396
C 0.412 -0.544 1.876
H 3.991 3.062 -3.619
H 4.487 1.485 -4.225
H 2.893 1.687 -3.492
H 3.949 2.260 -1.320
H 5.562 2.026 -2.024
H 5.832 -1.244 -1.949
H 5.858 -0.003 -3.199
H 3.687 -2.128 -2.829
H 3.660 -0.875 -4.067
H 4.930 -2.104 -4.082
H 5.759 0.111 -0.077
H 4.189 0.854 0.286
H 4.097 -2.031 -0.556
H 4.760 -1.638 1.050
H -0.315 -3.476 0.372
H -2.551 -2.928 1.281
H -3.899 -1.477 2.350
H -5.665 -0.328 2.816
H -5.311 0.032 4.517
H -6.666 1.874 3.778
H -4.999 2.473 3.812
H -6.134 3.207 1.754
H -6.527 1.509 1.337
H -3.157 -0.917 -1.071
H -1.367 -2.206 -2.369
H 1.174 -2.132 -2.913
H 2.302 0.030 -1.960
H -0.964 0.670 2.963
H 1.241 0.125 2.038
*
```

Computed properties:
LUMO level: -0.82 eV
Energy relative to the best compared isomer or geometry (same formula, charge and spin): 0.0 kcal per mole
HOMO-LUMO gap: 7.089 eV
HOMO energy: -7.91 eV
SMILES: CCN(CC)CCOC(=O)c1ccc(NC(=O)CCCN2C(=O)/C(=C/c3cccs3)SC2=S)cc1
Molar mass: 531.72 g/mol


Calculated total energy, respectively: -3178.32433 -3895.15431 -3222.19266 -3685.28782 -2231.57413 -1360.04745 -2629.90817 Eh.